A cluster of 10 separate species, C48H105O35P5 in total in a non-equilibrium geometry, computed with ωB97M-V/def2-TZVPD.

Output
Spin multiplicity: 1
M: 1397.20 g mol⁻¹
SMILES string: CCOP(=O)(OCC)OCC.CCOP(=O)(OCC)OCC.CCOP(=O)(OCC)OCC.CCOP(=O)(OCC)OCC.CCOP(=O)(OCC)OCC.C[C@H]1COC(=O)O1.C[C@H]1COC(=O)O1.C[C@H]1COC(=O)O1.COC(=O)OC.COC(=O)OC

Each line ends with the Mulliken charge.
Geometry (Å):
C -3.554 1.456 -2.588  -1.229
C -2.408 1.288 -1.637  -0.038
O -1.507 0.299 -2.146  -0.319
P -0.856 -0.867 -1.256  0.817
O 0.336 -1.584 -1.887  -0.740
O -2.150 -1.781 -0.969  -0.153
C -2.132 -3.105 -0.562  -0.196
C -3.436 -3.780 -0.960  -1.217
O -0.657 -0.124 0.144  -0.247
C 0.114 -0.770 1.120  -0.085
C 0.580 0.030 2.301  -1.280
H -4.396 0.797 -2.375  0.293
H -4.032 2.435 -2.610  0.367
H -3.234 1.191 -3.596  0.291
H -1.748 2.154 -1.589  0.333
H -2.793 1.153 -0.627  0.288
H -1.297 -3.745 -0.849  0.361
H -2.168 -3.091 0.527  0.212
H -4.121 -3.933 -0.125  0.319
H -3.873 -3.465 -1.908  0.319
H -3.239 -4.845 -1.082  0.358
H -0.621 -1.443 1.560  0.152
H 0.927 -1.427 0.810  0.403
H 0.577 -0.620 3.175  0.355
H 1.593 0.375 2.093  0.311
H -0.091 0.867 2.498  0.323
C -4.727 7.353 2.003  -1.291
C -3.737 7.633 3.107  0.035
O -2.440 7.204 2.842  -0.282
P -1.172 8.070 3.486  0.933
O 0.109 7.303 3.684  -0.723
O -1.072 9.316 2.494  -0.297
C -0.469 9.057 1.242  -0.238
C 0.242 10.340 0.698  -1.229
O -1.782 8.580 4.865  -0.293
C -1.533 7.889 6.120  -0.323
C -0.288 8.239 6.897  -1.103
H -4.644 8.084 1.199  0.297
H -4.423 6.372 1.640  0.305
H -5.753 7.322 2.371  0.365
H -3.768 8.711 3.268  0.334
H -4.147 7.067 3.943  0.214
H 0.368 8.384 1.424  0.307
H -1.138 8.572 0.531  0.301
H 0.525 10.283 -0.353  0.381
H -0.420 11.205 0.755  0.323
H 1.202 10.527 1.179  0.300
H -2.405 8.186 6.702  0.389
H -1.600 6.813 5.960  0.338
H 0.664 8.009 6.419  0.308
H -0.470 9.299 7.073  0.284
H -0.391 7.802 7.890  0.369
C -12.812 0.338 0.700  -1.189
C -12.784 -0.242 -0.719  -0.332
O -13.069 -1.593 -0.743  -0.243
P -14.526 -1.936 -1.416  0.828
O -15.682 -1.214 -0.833  -0.706
O -14.337 -1.465 -2.960  -0.356
C -13.711 -2.288 -3.953  -0.128
C -12.182 -2.118 -3.886  -0.991
O -14.577 -3.603 -1.469  -0.268
C -14.640 -4.448 -0.406  -0.223
C -15.016 -5.932 -0.772  -1.147
H -12.699 1.410 0.542  0.371
H -13.740 0.167 1.245  0.305
H -11.905 0.060 1.236  0.303
H -13.408 0.447 -1.289  0.384
H -11.796 -0.116 -1.162  0.362
H -13.869 -3.356 -3.805  0.183
H -14.126 -2.116 -4.946  0.380
H -11.803 -2.359 -2.893  0.234
H -11.726 -2.753 -4.646  0.382
H -11.914 -1.069 -4.011  0.263
H -13.807 -4.290 0.279  0.331
H -15.535 -4.006 0.031  0.301
H -15.330 -6.592 0.037  0.362
H -15.823 -5.890 -1.503  0.294
H -14.166 -6.365 -1.300  0.300
C 10.852 2.756 7.257  -1.244
C 12.347 2.469 7.065  0.012
O 12.797 1.539 8.008  -0.274
P 14.399 1.442 8.433  0.790
O 14.849 0.064 8.849  -0.730
O 15.236 2.102 7.186  -0.235
C 16.676 2.015 7.148  -0.326
C 17.160 2.837 5.929  -1.138
O 14.551 2.585 9.598  -0.269
C 13.869 2.205 10.858  -0.154
C 14.191 3.185 12.002  -1.237
H 10.734 3.235 8.229  0.287
H 10.296 3.284 6.482  0.377
H 10.349 1.790 7.220  0.298
H 12.506 1.978 6.106  0.250
H 12.873 3.421 7.145  0.318
H 17.296 2.185 8.028  0.386
H 16.897 0.954 7.030  0.327
H 16.602 2.363 5.121  0.295
H 17.020 3.907 6.082  0.297
H 18.200 2.633 5.676  0.379
H 12.788 2.182 10.722  0.268
H 14.199 1.218 11.184  0.311
H 13.789 4.198 12.024  0.318
H 13.920 2.803 12.986  0.372
H 15.278 3.264 12.035  0.321
C -1.917 -7.758 -8.708  -1.236
C -1.149 -7.893 -10.086  -0.122
O 0.187 -7.461 -9.697  -0.160
P 1.424 -7.178 -10.680  0.756
O 1.451 -8.058 -11.844  -0.755
O 2.686 -7.212 -9.773  -0.326
C 3.042 -6.117 -8.975  0.007
C 4.268 -6.437 -8.072  -1.236
O 1.332 -5.595 -11.019  -0.285
C 1.429 -5.080 -12.362  -0.218
C 0.076 -5.331 -13.041  -1.075
H -2.934 -8.140 -8.792  0.408
H -1.417 -8.332 -7.928  0.313
H -2.099 -6.712 -8.459  0.316
H -1.041 -8.940 -10.371  0.291
H -1.686 -7.287 -10.815  0.249
H 3.329 -5.330 -9.672  0.197
H 2.207 -5.801 -8.349  0.307
H 4.548 -5.493 -7.605  0.372
H 3.897 -7.075 -7.270  0.312
H 5.066 -6.898 -8.655  0.328
H 1.655 -4.029 -12.182  0.324
H 2.221 -5.614 -12.888  0.298
H -0.809 -5.388 -12.408  0.244
H -0.128 -4.685 -13.896  0.364
H 0.074 -6.350 -13.429  0.326
C 3.728 3.177 -10.099  -1.262
C 2.798 1.868 -10.222  0.388
C 1.904 1.596 -8.990  -0.493
O 0.551 1.596 -9.409  -0.322
C 0.513 1.841 -10.722  0.669
O -0.543 1.750 -11.296  -0.536
O 1.793 2.240 -11.119  -0.353
H 4.050 3.461 -11.101  0.327
H 4.636 2.995 -9.524  0.367
H 3.173 4.001 -9.651  0.349
H 3.308 0.920 -10.396  0.300
H 1.992 2.337 -8.196  0.276
H 2.230 0.634 -8.595  0.290
C -7.918 7.391 -9.835  -1.428
C -7.480 8.693 -10.459  0.583
C -7.820 9.866 -9.617  -0.491
O -6.605 10.639 -9.593  -0.323
C -5.626 9.840 -9.909  0.687
O -4.463 10.071 -9.512  -0.606
O -6.032 8.767 -10.503  -0.328
H -7.743 6.432 -10.324  0.373
H -9.002 7.269 -9.838  0.396
H -7.541 7.173 -8.836  0.336
H -7.930 8.813 -11.444  0.226
H -8.094 9.765 -8.567  0.259
H -8.681 10.426 -9.981  0.316
C 7.894 -11.433 -0.563  -1.332
C 6.399 -11.242 -1.064  0.339
C 5.453 -12.379 -0.681  -0.378
O 4.393 -11.795 -0.043  -0.318
C 4.653 -10.494 0.175  0.680
O 4.030 -9.707 0.886  -0.565
O 5.826 -10.204 -0.362  -0.340
H 7.956 -11.875 0.432  0.364
H 8.349 -10.445 -0.625  0.328
H 8.403 -12.117 -1.242  0.373
H 6.478 -10.996 -2.123  0.279
H 6.008 -12.997 0.025  0.262
H 5.191 -12.976 -1.554  0.308
C 3.288 0.812 11.560  -0.672
O 4.478 1.480 11.707  -0.287
C 4.595 2.555 12.475  0.799
O 3.650 3.147 13.102  -0.601
O 5.852 2.876 12.653  -0.283
C 6.076 4.128 13.202  -0.689
H 3.329 0.041 10.790  0.260
H 2.532 1.528 11.238  0.300
H 2.774 0.337 12.395  0.305
H 6.129 4.103 14.290  0.282
H 5.373 4.921 12.949  0.339
H 7.039 4.409 12.775  0.248
C -1.130 -5.828 8.995  -0.592
O -1.162 -5.010 10.161  -0.282
C -2.195 -4.099 10.442  0.721
O -2.989 -3.512 9.681  -0.563
O -2.202 -4.044 11.766  -0.265
C -2.749 -2.939 12.412  -0.677
H -0.661 -5.234 8.210  0.269
H -2.143 -6.140 8.741  0.288
H -0.388 -6.615 9.132  0.234
H -2.908 -3.316 13.422  0.258
H -3.690 -2.544 12.029  0.315
H -2.071 -2.124 12.666  0.293


A cluster of 6 separate species, C48H106N6O8 in total in a non-equilibrium geometry, computed with ωB97M-V/def2-TZVPD.

Output
Relative energy (zero: lowest compared OMol25 entry of this formula, charge and spin): 172.5 kcal/mol
Spin multiplicity: 1
M: 895.41 g mol⁻¹
SMILES string: CC1(C)CCCC(C)(C)N1O.CC1(C)CCCC(C)(C)N1O.CC1(C)CCCC(C)(C)N1O.CC1(C)CCCC(C)(C)N1O.COCCNCCOC.COCCNCCOC

Each line ends with the Mulliken charge.
Geometry (Å):
C 9.110 10.293 7.441  -1.901
C 9.381 8.897 7.962  1.238
C 10.961 8.883 7.964  -1.677
C 8.711 8.823 9.467  -1.095
C 8.396 7.459 9.845  -0.585
C 7.568 6.715 8.776  -0.999
C 8.351 6.575 7.396  1.365
C 9.409 5.518 7.465  -1.714
C 7.273 6.092 6.420  -2.011
N 8.742 7.944 6.949  0.326
O 9.361 7.947 5.720  -0.492
H 8.046 10.514 7.524  0.457
H 9.622 11.040 8.048  0.401
H 9.444 10.371 6.407  0.418
H 11.398 8.019 8.464  0.387
H 11.446 8.840 6.989  0.354
H 11.267 9.720 8.592  0.477
H 9.417 9.246 10.181  0.337
H 7.876 9.522 9.432  0.435
H 9.341 6.944 10.017  0.323
H 7.831 7.640 10.759  0.368
H 6.653 7.285 8.615  0.420
H 7.334 5.774 9.275  0.390
H 9.073 4.517 7.734  0.417
H 10.247 5.858 8.073  0.301
H 9.800 5.218 6.493  0.403
H 6.975 5.093 6.739  0.415
H 7.635 6.024 5.394  0.425
H 6.494 6.854 6.421  0.445
H 8.666 8.347 5.191  0.376
C -4.151 -5.234 -8.128  -1.909
C -4.808 -3.835 -8.107  1.790
C -5.608 -3.676 -9.343  -1.683
C -5.831 -3.741 -6.955  -1.231
C -6.262 -2.259 -6.557  -0.696
C -4.975 -1.508 -6.303  -1.356
C -4.001 -1.508 -7.477  1.543
C -4.576 -0.557 -8.517  -1.765
C -2.659 -0.789 -7.036  -1.887
N -3.723 -2.888 -7.984  0.084
O -2.724 -2.941 -8.953  -0.410
H -4.782 -6.116 -8.233  0.366
H -3.348 -5.406 -8.845  0.388
H -3.541 -5.303 -7.227  0.450
H -5.824 -2.651 -9.645  0.266
H -5.017 -4.060 -10.175  0.439
H -6.542 -4.215 -9.500  0.349
H -6.679 -4.424 -7.015  0.504
H -5.378 -4.030 -6.006  0.349
H -6.890 -1.771 -7.303  0.322
H -6.840 -2.196 -5.635  0.405
H -4.370 -1.994 -5.539  0.446
H -5.094 -0.548 -5.800  0.441
H -3.945 -0.615 -9.404  0.424
H -4.477 0.459 -8.134  0.439
H -5.615 -0.778 -8.759  0.304
H -2.144 -1.381 -6.280  0.456
H -2.708 0.201 -6.581  0.388
H -1.927 -0.810 -7.843  0.393
H -3.199 -2.523 -9.675  0.391
C -4.593 -12.753 1.041  -1.980
C -4.828 -11.278 0.799  1.547
C -4.048 -11.094 -0.567  -1.764
C -6.340 -11.107 0.731  -0.999
C -6.911 -9.721 1.210  -0.781
C -6.239 -9.059 2.454  -1.244
C -4.680 -9.143 2.335  1.611
C -4.167 -8.075 1.293  -1.506
C -4.148 -8.752 3.763  -1.896
N -4.223 -10.460 1.982  0.058
O -2.775 -10.382 1.837  -0.494
H -4.800 -13.417 0.201  0.396
H -3.574 -12.830 1.419  0.385
H -5.123 -13.108 1.925  0.469
H -4.269 -10.160 -1.083  0.410
H -2.964 -11.207 -0.594  0.351
H -4.393 -11.835 -1.288  0.516
H -6.829 -11.171 -0.241  0.335
H -6.843 -11.857 1.341  0.413
H -6.700 -8.977 0.442  0.324
H -7.977 -9.818 1.412  0.378
H -6.758 -9.286 3.385  0.456
H -6.542 -8.019 2.336  0.402
H -4.006 -8.379 0.258  0.291
H -3.183 -7.727 1.606  0.350
H -4.944 -7.314 1.225  0.360
H -3.072 -8.591 3.828  0.432
H -4.553 -9.502 4.441  0.441
H -4.630 -7.826 4.077  0.391
H -2.466 -10.730 2.677  0.347
C -10.144 7.912 -3.883  -1.448
C -8.612 7.763 -3.708  1.422
C -8.068 6.527 -4.555  -1.749
C -7.884 8.934 -4.436  -1.089
C -7.695 10.262 -3.663  -0.901
C -7.099 10.041 -2.317  -1.161
C -7.741 8.889 -1.487  1.480
C -6.716 8.441 -0.407  -1.787
C -9.065 9.492 -0.944  -1.580
N -8.108 7.671 -2.283  0.026
O -8.752 6.613 -1.507  -0.427
H -10.781 7.029 -3.816  0.310
H -10.370 8.558 -3.035  0.374
H -10.477 8.496 -4.741  0.312
H -8.113 6.733 -5.625  0.371
H -6.999 6.394 -4.390  0.445
H -8.669 5.645 -4.334  0.356
H -6.957 8.448 -4.740  0.445
H -8.405 9.297 -5.322  0.392
H -7.153 11.068 -4.157  0.395
H -8.656 10.749 -3.500  0.375
H -7.183 10.980 -1.769  0.433
H -6.024 9.908 -2.433  0.431
H -7.075 7.965 0.506  0.325
H -6.272 9.394 -0.120  0.410
H -5.902 7.816 -0.774  0.399
H -9.652 8.677 -0.521  0.332
H -9.616 9.962 -1.759  0.349
H -8.992 10.326 -0.247  0.407
H -9.547 7.050 -1.191  0.353
C 10.623 -2.890 -0.222  -0.761
O 10.244 -3.675 0.932  -0.389
C 10.455 -5.010 0.694  -0.532
C 11.964 -5.385 1.033  -0.678
N 11.903 -6.860 1.214  -0.311
C 11.699 -7.669 0.017  -0.406
C 12.156 -9.151 0.418  -0.751
O 11.563 -9.553 1.650  -0.350
C 10.206 -10.011 1.612  -0.685
H 9.978 -3.075 -1.081  0.304
H 11.669 -2.857 -0.529  0.284
H 10.451 -1.818 -0.124  0.322
H 10.121 -5.393 -0.270  0.375
H 9.911 -5.564 1.459  0.369
H 12.023 -4.966 2.038  0.316
H 12.799 -5.080 0.401  0.424
H 11.145 -6.920 1.878  0.217
H 12.218 -7.351 -0.887  0.486
H 10.699 -7.877 -0.364  0.230
H 13.198 -9.151 0.737  0.268
H 12.145 -9.976 -0.295  0.438
H 9.623 -9.494 0.850  0.272
H 9.646 -10.108 2.542  0.244
H 10.438 -10.987 1.186  0.312
C 3.342 3.550 -0.774  -0.810
O 2.224 3.437 0.005  -0.346
C 2.130 2.167 0.735  -0.557
C 1.057 2.501 1.740  -0.683
N -0.116 3.127 1.224  -0.390
C -1.076 2.239 0.628  -0.295
C -1.740 1.035 1.573  -0.649
O -2.982 0.492 1.139  -0.363
C -4.219 1.227 1.208  -0.610
H 4.165 3.298 -0.105  0.322
H 3.532 4.615 -0.911  0.287
H 3.344 2.849 -1.609  0.290
H 3.050 1.776 1.169  0.490
H 1.803 1.437 -0.005  0.281
H 1.459 3.105 2.553  0.287
H 0.816 1.574 2.261  0.334
H 0.296 3.714 0.513  0.374
H -0.571 1.692 -0.168  0.243
H -1.864 2.825 0.156  0.356
H -1.757 1.270 2.637  0.388
H -1.072 0.174 1.542  0.293
H -4.429 1.427 2.258  0.270
H -5.129 0.797 0.789  0.251
H -4.024 2.155 0.669  0.236


| no. | orbital gap (eV) | HOMO level (eV) |
| --- | --- | --- |
| 1 | 10.75 | -10.3 |
| 2 | 9.01 | -8.3 |